# 1
The following is a quantum chemistry calculation of a structure of composition C48H40FeN3O5P2S at a distorted geometry, from the Open Molecules 2025 dataset.

Summary:
**Energy above the lowest of the compared OMol25 structures with the same formula, charge and spin**: 8.9 kJ/mol
**Highest occupied orbital energy (alpha / beta)**: -13.12 / -13.15 eV
**2S+1**: 6
**LUMO energy (alpha / beta)**: -5.755 / -7.047 eV
**Total charge**: +2
**⟨S²⟩**: 8.765

Atoms and positions in Å:
Fe1 0.076 0.104 0.703
O1 -0.540 4.301 -0.602
C1 -0.243 3.159 -0.026
O2 -0.697 2.074 -0.348
C2 0.687 3.226 1.110
C3 1.266 4.345 1.652
C4 2.117 4.160 2.746
C5 2.332 2.886 3.238
C6 1.695 1.819 2.612
N1 0.900 1.999 1.574
C7 1.819 0.382 2.993
O3 2.504 0.037 3.917
O4 1.109 -0.393 2.204
H1 -1.186 4.151 -1.313
H2 1.074 5.325 1.236
H3 2.595 5.014 3.208
H4 2.966 2.687 4.093
O5 0.707 -3.268 0.747
S1 0.404 -2.341 -0.385
C8 -1.000 -3.032 -1.231
C9 -1.134 -4.417 -1.142
C10 -2.252 -5.018 -1.693
C11 -3.222 -4.241 -2.320
C12 -3.080 -2.866 -2.391
C13 -1.970 -2.232 -1.826
P1 -1.683 -0.447 -1.994
C14 -1.473 -0.429 -3.820
C15 -0.463 -1.238 -4.341
C16 -0.249 -1.323 -5.707
C17 -1.045 -0.590 -6.580
C18 -2.067 0.198 -6.076
C19 -2.288 0.274 -4.703
C20 -3.294 0.342 -1.680
C21 -4.293 -0.284 -0.942
C22 -5.472 0.386 -0.631
C23 -5.663 1.692 -1.048
C24 -4.671 2.331 -1.783
C25 -3.494 1.665 -2.086
C26 1.719 -2.453 -1.548
C27 1.897 -3.592 -2.327
C28 3.056 -3.708 -3.073
C29 4.025 -2.708 -3.030
C30 3.831 -1.571 -2.264
C31 2.659 -1.425 -1.526
P2 2.427 0.066 -0.528
C32 3.929 0.160 0.450
C33 4.087 -0.807 1.445
C34 5.229 -0.811 2.227
C35 6.211 0.148 2.024
C36 6.073 1.092 1.013
C37 4.934 1.104 0.222
C38 2.410 1.449 -1.683
C39 2.050 1.255 -3.011
C40 1.911 2.340 -3.869
C41 2.144 3.626 -3.404
C42 2.522 3.828 -2.080
C43 2.645 2.748 -1.219
H5 -0.389 -5.003 -0.617
H6 -2.369 -6.093 -1.635
H7 -4.096 -4.714 -2.752
H8 -3.833 -2.275 -2.901
H9 0.146 -1.840 -3.676
H10 0.533 -1.967 -6.093
H11 -0.881 -0.651 -7.649
H12 -2.712 0.746 -6.751
H13 -3.121 0.858 -4.343
H14 -4.163 -1.300 -0.596
H15 -6.242 -0.120 -0.060
H16 -6.579 2.213 -0.804
H17 -4.820 3.349 -2.120
H18 -2.725 2.170 -2.653
H19 1.153 -4.376 -2.352
H20 3.215 -4.591 -3.678
H21 4.941 -2.821 -3.595
H22 4.589 -0.796 -2.235
H23 3.314 -1.547 1.622
H24 5.340 -1.552 3.007
H25 7.093 0.157 2.651
H26 6.858 1.817 0.834
H27 4.856 1.819 -0.586
H28 1.897 0.258 -3.390
H29 1.629 2.172 -4.901
H30 2.048 4.471 -4.075
H31 2.729 4.829 -1.721
H32 2.952 2.914 -0.194
C44 -3.374 -3.807 2.613
C45 -2.879 -2.426 2.347
C46 -3.457 -1.191 2.559
C47 -2.533 -0.250 2.108
N2 -1.445 -0.876 1.627
N3 -1.689 -2.203 1.779
C48 -2.612 1.242 2.160
H33 -4.214 -3.778 3.302
H34 -2.594 -4.432 3.050
H35 -3.707 -4.279 1.688
H36 -4.419 -0.995 3.007
H37 -0.919 -2.860 1.647
H38 -3.550 1.557 2.610
H39 -2.562 1.680 1.164
H40 -1.797 1.647 2.767

Mulliken atomic charge list, values in e, 99 entries: 2.258, -0.485, -0.264, 0.455, -0.343, -0.650, -0.840, -0.802, 0.521, 1.095, 0.027, -0.621, -0.613, 0.426, 0.667, 0.493, 0.658, -1.065, 1.693, 0.249, -0.660, -1.023, -0.940, -0.193, -0.768, 1.914, 0.822, -0.471, -0.632, -0.738, -0.743, -1.057, 0.794, -0.930, -0.720, -0.806, -0.931, -1.036, 0.257, -0.283, -0.964, -0.816, -0.197, -0.842, 2.665, 0.746, -0.952, -0.707, -0.650, -0.847, -0.627, 0.630, -0.852, -0.713, -0.990, -1.022, -0.821, 0.701, 0.475, 0.494, 0.611, 0.225, 0.479, 0.420, 0.466, 0.578, 0.347, 0.491, 0.450, 0.468, 0.914, 0.566, 0.489, 0.477, 0.569, 0.442, 0.481, 0.437, 0.477, 0.520, 0.258, 0.542, 0.446, 0.486, 0.806, -1.455, 0.965, -1.500, 0.220, 0.816, -0.257, -0.968, 0.410, 0.371, 0.267, 0.502, 0.188, 0.461, -0.085


# 2
The following is a quantum chemistry calculation of a structure of composition C48H41Br2CaN13O6S2, from the Open Molecules 2025 dataset.

Summary:
**Energy above the lowest of the compared OMol25 structures with the same formula, charge and spin**: 53.9 kJ/mol
**Highest occupied orbital energy**: -7.29 eV
**LUMO energy**: -0.029 eV

Atoms and positions in Å:
Ca1 -0.527 0.074 -0.638
C1 2.124 -0.759 5.987
N1 1.926 0.087 4.825
C2 0.811 0.324 4.118
N2 1.069 1.111 3.097
C3 2.406 1.313 3.218
N3 2.968 0.719 4.249
C4 2.758 -2.084 5.650
C5 4.036 -2.382 6.100
C6 4.620 -3.609 5.804
C7 3.925 -4.541 5.057
C8 2.643 -4.241 4.595
C9 2.064 -3.018 4.892
C10 1.933 -5.245 3.807
N4 2.378 -6.380 3.387
N5 1.328 -6.991 2.716
C11 0.334 -6.176 2.787
O1 0.641 -5.044 3.462
C12 -1.021 -6.366 2.277
C13 -1.438 -7.648 1.930
C14 -2.721 -7.837 1.449
C15 -3.581 -6.756 1.311
C16 -3.167 -5.476 1.657
C17 -4.108 -4.301 1.463
N6 -3.385 -3.049 1.361
C18 -2.597 -2.643 0.364
N7 -1.939 -1.563 0.724
C19 -2.398 -1.324 1.982
N8 -3.258 -2.215 2.420
C20 -1.881 -5.285 2.144
H1 1.147 -0.907 6.449
H2 2.745 -0.207 6.690
H3 -0.148 -0.086 4.397
H4 2.979 1.919 2.534
H5 4.582 -1.648 6.680
H6 5.615 -3.837 6.163
H7 4.356 -5.508 4.832
H8 1.078 -2.786 4.509
H9 -0.751 -8.476 2.039
H10 -3.053 -8.830 1.175
H11 -4.581 -6.908 0.921
H12 -4.808 -4.186 2.289
H13 -4.689 -4.448 0.552
H14 -2.527 -3.163 -0.577
H15 -2.079 -0.468 2.553
H16 -1.537 -4.294 2.411
Br1 5.296 0.109 -4.675
C21 3.993 0.048 -3.313
C22 3.407 -1.155 -2.970
C23 2.424 -1.134 -1.994
N9 2.036 -0.020 -1.374
C24 2.654 1.123 -1.675
C25 3.629 1.211 -2.660
C26 2.259 2.301 -0.851
C27 3.131 3.362 -0.644
C28 2.702 4.401 0.162
Br2 3.846 5.866 0.485
C29 1.448 4.359 0.738
C30 0.659 3.247 0.481
N10 1.049 2.243 -0.297
H17 3.684 -2.079 -3.455
H18 1.921 -2.047 -1.697
H19 4.080 2.157 -2.919
H20 4.122 3.368 -1.072
H21 1.090 5.152 1.378
H22 -0.322 3.140 0.925
C31 -2.476 2.837 -3.599
C32 -2.107 2.372 -2.210
O2 -1.083 1.686 -2.118
C33 -2.932 2.746 -1.068
C34 -3.995 3.653 -1.282
C35 -4.801 4.105 -0.272
C36 -4.559 3.644 1.032
C37 -3.547 2.761 1.289
C38 -2.692 2.260 0.263
O3 -1.769 1.426 0.583
H23 -1.820 2.331 -4.302
H24 -2.352 3.918 -3.692
H25 -3.514 2.602 -3.832
H26 -4.176 4.014 -2.285
H27 -5.602 4.803 -0.475
H28 -5.182 3.991 1.849
H29 -3.353 2.400 2.292
C39 2.987 -5.130 -0.277
N11 2.265 -4.109 0.466
C40 2.757 -3.142 1.249
S1 1.801 -1.804 1.665
N12 4.029 -3.192 1.702
C41 4.930 -4.333 1.801
H30 2.367 -5.390 -1.131
H31 3.165 -6.030 0.312
H32 3.933 -4.746 -0.656
H33 1.324 -3.932 0.137
H34 4.238 -2.398 2.286
H35 5.478 -4.515 0.878
H36 4.402 -5.239 2.094
H37 5.656 -4.106 2.578
O4 0.292 -3.932 -1.523
C42 -0.512 -3.267 -2.173
N13 -0.580 -1.919 -2.200
S2 -1.786 -1.397 -3.158
O5 -2.731 -0.717 -2.292
O6 -1.325 -0.687 -4.316
C43 -2.388 -2.990 -3.626
C44 -3.436 -3.339 -4.453
C45 -3.667 -4.698 -4.632
C46 -2.868 -5.652 -4.004
C47 -1.812 -5.275 -3.185
C48 -1.582 -3.922 -3.008
H38 -4.050 -2.591 -4.936
H39 -4.479 -5.023 -5.269
H40 -3.076 -6.702 -4.166
H41 -1.177 -6.002 -2.694

Mulliken atomic charge list, values in e, 99 entries: 2.524, -1.513, 0.983, -0.179, -0.144, -0.440, -0.984, 1.059, -0.806, -0.886, -0.848, 0.169, 0.505, 0.064, -0.404, -0.640, 0.661, -0.267, 0.029, -0.950, -0.712, -1.009, 0.882, -1.375, 1.031, -0.936, 0.565, -0.867, -0.994, -0.059, 0.353, 0.386, 0.346, 0.526, 0.401, 0.401, 0.564, 0.653, 0.552, 0.411, 0.483, 0.335, 0.462, 0.347, 0.623, 0.838, -0.180, -0.305, -1.493, -0.185, 0.646, 0.654, -0.744, 0.056, -0.894, -0.208, -0.170, -0.872, -0.706, 0.829, 0.564, 0.675, 0.519, 0.507, 0.482, 0.629, -2.220, 1.225, -0.429, 0.774, -1.129, -0.966, -0.454, -0.945, 0.108, 0.295, 0.356, 0.491, 0.452, 0.361, 0.382, 0.414, 0.325, -1.335, 0.790, -0.790, 0.408, 0.106, -1.169, 0.251, 0.340, 0.381, -0.127, 0.272, 0.351, 0.303, 0.380, -0.723, -0.563